{"formula": "C72H152N8O8", "method": "ωB97M-V/def2-TZVPD", "gap_ha": 0.3146, "e_homo_ha": -0.298, "de_lowest_kj_mol": 836.1, "smiles": "CC1(C)CCCC(C)(C)N1O.CC1(C)CCCC(C)(C)N1O.CC1(C)CCCC(C)(C)N1O.CC1(C)CCCC(C)(C)N1O.CC1(C)CCCC(C)(C)N1O.CC1(C)CCCC(C)(C)N1O.CC1(C)CCCC(C)(C)N1O.CC1(C)CCCC(C)(C)N1O", "species": ["C", "C", "C", "C", "C", "C", "C", "C", "C", "N", "O", "H", "H", "H", "H", "H", "H", "H", "H", "H", "H", "H", "H", "H", "H", "H", "H", "H", "H", "H", "C", "C", "C", "C", "C", "C", "C", "C", "C", "N", "O", "H", "H", "H", "H", "H", "H", "H", "H", "H", "H", "H", "H", "H", "H", "H", "H", "H", "H", "H", "C", "C", "C", "C", "C", "C", "C", "C", "C", "N", "O", "H", "H", "H", "H", "H", "H", "H", "H", "H", "H", "H", "H", "H", "H", "H", "H", "H", "H", "H", "C", "C", "C", "C", "C", "C", "C", "C", "C", "N", "O", "H", "H", "H", "H", "H", "H", "H", "H", "H", "H", "H", "H", "H", "H", "H", "H", "H", "H", "H", "C", "C", "C", "C", "C", "C", "C", "C", "C", "N", "O", "H", "H", "H", "H", "H", "H", "H", "H", "H", "H", "H", "H", "H", "H", "H", "H", "H", "H", "H", "C", "C", "C", "C", "C", "C", "C", "C", "C", "N", "O", "H", "H", "H", "H", "H", "H", "H", "H", "H", "H", "H", "H", "H", "H", "H", "H", "H", "H", "H", "C", "C", "C", "C", "C", "C", "C", "C", "C", "N", "O", "H", "H", "H", "H", "H", "H", "H", "H", "H", "H", "H", "H", "H", "H", "H", "H", "H", "H", "H", "C", "C", "C", "C", "C", "C", "C", "C", "C", "N", "O", "H", "H", "H", "H", "H", "H", "H", "H", "H", "H", "H", "H", "H", "H", "H", "H", "H", "H", "H"], "positions_angstrom": [[-11.546, 5.665, 23.694], [-11.511, 5.483, 25.310], [-10.223, 5.883, 25.919], [-12.582, 6.454, 25.843], [-12.961, 6.314, 27.279], [-13.444, 4.889, 27.455], [-12.502, 3.777, 26.977], [-11.443, 3.571, 28.093], [-13.432, 2.500, 26.824], [-12.028, 4.110, 25.614], [-11.105, 3.128, 25.197], [-10.840, 4.966, 23.246], [-12.508, 5.520, 23.202], [-11.166, 6.656, 23.444], [-10.141, 5.952, 27.003], [-9.339, 5.320, 25.618], [-9.943, 6.910, 25.685], [-12.145, 7.412, 25.559], [-13.523, 6.408, 25.296], [-12.129, 6.466, 27.967], [-13.848, 6.943, 27.366], [-14.343, 4.896, 26.839], [-13.817, 4.746, 28.469], [-10.924, 2.618, 27.998], [-12.061, 3.418, 28.978], [-10.732, 4.353, 28.359], [-14.038, 2.212, 27.683], [-12.832, 1.598, 26.704], [-14.154, 2.535, 26.008], [-11.446, 3.016, 24.307], [-5.070, -16.153, 21.153], [-4.460, -14.741, 21.311], [-5.527, -13.849, 21.790], [-3.332, -14.792, 22.334], [-2.093, -15.506, 21.848], [-1.649, -14.827, 20.507], [-2.720, -14.762, 19.402], [-2.092, -13.816, 18.398], [-2.801, -16.261, 18.782], [-3.899, -14.224, 19.989], [-4.893, -14.173, 19.067], [-5.791, -16.265, 21.962], [-5.572, -16.327, 20.201], [-4.488, -17.069, 21.054], [-5.857, -14.012, 22.816], [-5.196, -12.812, 21.737], [-6.415, -13.781, 21.161], [-3.003, -13.805, 22.658], [-3.594, -15.414, 23.190], [-1.330, -15.434, 22.622], [-2.109, -16.592, 21.759], [-0.697, -15.311, 20.288], [-1.499, -13.792, 20.815], [-1.985, -12.802, 18.784], [-2.812, -13.732, 17.584], [-1.113, -14.104, 18.013], [-3.468, -16.386, 17.929], [-3.110, -16.989, 19.532], [-1.805, -16.527, 18.427], [-4.840, -13.266, 18.759], [-30.752, -3.709, 21.763], [-29.395, -3.480, 21.085], [-29.631, -2.406, 20.010], [-28.327, -2.935, 22.054], [-27.763, -3.917, 23.084], [-27.048, -4.994, 22.220], [-28.068, -5.703, 21.219], [-27.077, -6.490, 20.308], [-29.012, -6.516, 22.104], [-28.753, -4.686, 20.404], [-29.504, -5.225, 19.395], [-31.388, -4.423, 21.239], [-30.617, -3.923, 22.824], [-31.289, -2.760, 21.785], [-28.869, -2.498, 19.236], [-30.552, -2.624, 19.469], [-29.743, -1.372, 20.337], [-27.552, -2.501, 21.423], [-28.808, -2.154, 22.642], [-27.176, -3.460, 23.881], [-28.521, -4.273, 23.782], [-26.627, -5.644, 22.986], [-26.146, -4.658, 21.709], [-26.426, -5.851, 19.711], [-27.546, -7.129, 19.559], [-26.409, -7.040, 20.971], [-29.318, -6.117, 23.071], [-28.506, -7.419, 22.445], [-29.943, -6.837, 21.636], [-29.011, -4.874, 18.650], [-13.599, -19.572, 29.476], [-12.864, -18.206, 29.696], [-11.331, -18.353, 29.362], [-13.362, -17.197, 28.575], [-14.711, -16.590, 28.844], [-14.670, -15.940, 30.180], [-14.202, -16.818, 31.362], [-13.715, -15.823, 32.410], [-15.404, -17.730, 31.709], [-12.992, -17.597, 31.085], [-12.409, -18.408, 32.080], [-14.677, -19.584, 29.634], [-13.509, -19.932, 28.451], [-13.149, -20.395, 30.033], [-10.790, -18.996, 30.056], [-11.153, -18.811, 28.389], [-10.900, -17.357, 29.467], [-12.661, -16.373, 28.437], [-13.465, -17.662, 27.594], [-14.871, -15.915, 28.003], [-15.405, -17.431, 28.849], [-15.683, -15.564, 30.325], [-14.199, -14.961, 30.103], [-14.477, -15.061, 32.572], [-12.775, -15.370, 32.092], [-13.584, -16.373, 33.341], [-16.277, -17.206, 32.098], [-14.993, -18.407, 32.458], [-15.805, -18.295, 30.868], [-11.851, -17.804, 32.573], [-14.478, -6.514, 33.275], [-15.195, -5.650, 34.364], [-16.715, -5.457, 34.168], [-14.991, -6.486, 35.687], [-13.511, -6.575, 36.273], [-13.096, -5.082, 36.515], [-13.226, -4.219, 35.227], [-13.125, -2.715, 35.601], [-12.003, -4.480, 34.315], [-14.522, -4.347, 34.547], [-14.674, -3.601, 33.412], [-15.043, -7.410, 33.020], [-14.562, -5.907, 32.373], [-13.445, -6.840, 33.396], [-17.188, -4.746, 34.846], [-16.771, -4.923, 33.219], [-17.275, -6.378, 34.008], [-15.562, -5.915, 36.420], [-15.521, -7.436, 35.629], [-13.557, -7.136, 37.206], [-12.766, -7.099, 35.675], [-12.060, -5.072, 36.852], [-13.562, -4.741, 37.439], [-13.152, -1.999, 34.780], [-12.204, -2.495, 36.141], [-13.903, -2.422, 36.306], [-11.741, -5.536, 34.240], [-11.195, -3.807, 34.602], [-12.292, -4.200, 33.302], [-15.363, -3.018, 33.739], [-23.912, 2.719, 17.681], [-23.456, 2.210, 16.296], [-24.651, 2.233, 15.270], [-22.392, 3.089, 15.719], [-21.004, 3.134, 16.410], [-20.526, 1.650, 16.354], [-21.410, 0.509, 16.745], [-20.983, -0.815, 15.978], [-21.451, 0.266, 18.248], [-22.822, 0.851, 16.229], [-23.641, -0.108, 16.772], [-24.753, 2.086, 17.966], [-23.152, 2.761, 18.461], [-24.283, 3.744, 17.669], [-24.733, 3.177, 14.731], [-24.552, 1.600, 14.389], [-25.647, 2.082, 15.686], [-22.360, 2.902, 14.645], [-22.719, 4.119, 15.856], [-20.340, 3.825, 15.889], [-21.093, 3.574, 17.403], [-19.749, 1.639, 17.118], [-20.040, 1.437, 15.401], [-21.596, -1.716, 15.982], [-19.932, -1.080, 16.095], [-20.928, -0.553, 14.921], [-20.520, -0.210, 18.557], [-22.140, -0.504, 18.594], [-21.665, 1.079, 18.942], [-23.656, 0.217, 17.675], [-10.757, -0.102, 16.074], [-11.066, -1.403, 16.795], [-11.935, -1.215, 18.111], [-11.902, -2.278, 15.840], [-11.151, -3.027, 14.717], [-9.955, -3.813, 15.326], [-9.040, -2.894, 16.127], [-8.232, -3.957, 16.906], [-8.163, -1.965, 15.184], [-9.904, -2.123, 17.093], [-9.142, -1.551, 18.137], [-10.570, -0.264, 15.012], [-11.498, 0.695, 16.123], [-9.963, 0.491, 16.528], [-12.990, -1.388, 17.898], [-11.599, -1.825, 18.949], [-11.813, -0.195, 18.474], [-12.502, -3.029, 16.354], [-12.532, -1.577, 15.292], [-11.856, -3.792, 14.391], [-10.830, -2.418, 13.873], [-9.398, -4.227, 14.486], [-10.364, -4.626, 15.925], [-8.821, -4.444, 17.683], [-7.268, -3.696, 17.342], [-7.992, -4.716, 16.161], [-7.320, -2.421, 14.666], [-7.667, -1.291, 15.882], [-8.729, -1.284, 14.548], [-9.302, -2.162, 18.860], [-17.780, -8.666, 23.265], [-16.989, -7.405, 22.807], [-17.669, -6.999, 21.468], [-17.255, -6.234, 23.775], [-16.343, -6.287, 25.033], [-14.828, -6.373, 24.653], [-14.569, -7.590, 23.714], [-13.236, -7.209, 23.088], [-14.491, -8.915, 24.488], [-15.553, -7.656, 22.633], [-15.328, -8.687, 21.657], [-18.862, -8.559, 23.178], [-17.482, -9.503, 22.633], [-17.520, -9.002, 24.269], [-17.124, -6.127, 21.104], [-17.698, -7.636, 20.584], [-18.696, -6.675, 21.633], [-17.114, -5.271, 23.284], [-18.301, -6.279, 24.079], [-16.506, -5.374, 25.606], [-16.600, -7.074, 25.743], [-14.397, -6.473, 25.649], [-14.361, -5.449, 24.311], [-13.315, -6.360, 22.408], [-12.876, -8.059, 22.508], [-12.498, -6.951, 23.847], [-14.004, -9.679, 23.882], [-15.388, -9.374, 24.902], [-13.945, -8.744, 25.416], [-14.990, -8.187, 20.911]], "forces_ev_per_a": [[1.1, -0.4, 1.6], [-2.8, -0.5, -1.2], [2.4, 0.6, 0.4], [0.6, 0.5, -1.2], [0.4, -0.7, 0.1], [-1.0, 0.6, -0.6], [-0.9, 0.0, 0.2], [-0.7, -1.1, 0.2], [0.9, -0.5, 0.4], [-0.4, 1.1, 0.5], [0.2, 0.0, -0.2], [0.1, -0.1, 0.0], [-0.2, 0.0, 0.6], [-0.1, 0.1, 0.1], [-0.7, -0.6, 0.1], [-0.2, -0.4, -0.2], [-0.3, 0.2, -0.6], [-0.3, 0.5, 0.4], [0.1, -0.4, -0.4], [-0.2, 0.8, 0.1], [0.4, 0.4, 1.0], [-0.2, -0.6, -0.2], [0.3, -0.4, 0.1], [0.3, 0.1, -0.4], [0.1, 0.1, 0.3], [-0.2, 0.1, -0.6], [0.1, 0.7, 0.5], [0.3, 0.1, -0.4], [0.4, 0.5, -0.2], [0.4, -0.6, -0.2], [-0.6, -0.6, -0.5], [1.5, -2.0, -1.5], [-1.3, 2.3, -0.1], [0.6, -1.2, 0.2], [0.7, 0.4, -1.3], [-0.3, -0.5, 2.5], [2.6, -3.0, 0.5], [-1.2, 0.6, -1.0], [-0.2, 1.2, 0.3], [0.6, 0.6, 2.8], [-1.6, 0.2, -1.6], [-0.1, -0.4, -0.1], [-0.7, 1.0, -0.1], [1.0, 0.4, 1.0], [0.2, -0.4, 0.0], [0.4, 0.2, 0.3], [-0.1, -0.7, -0.1], [-0.4, 0.2, 0.0], [-0.9, 0.6, 0.3], [0.3, 0.6, -0.1], [-0.9, -0.1, -0.3], [-0.1, 0.3, -0.9], [0.5, 0.2, -0.2], [0.0, 0.0, 0.4], [0.3, 0.0, -0.5], [-0.2, -0.4, 0.1], [-0.2, 0.4, 0.0], [0.2, 0.1, 0.0], [0.1, 0.0, 0.1], [-0.4, 0.1, -0.2], [0.3, 0.3, 0.5], [0.4, -0.6, -0.4], [-0.2, -0.8, -1.1], [-0.8, 0.4, 1.0], [0.3, 0.1, -1.4], [-1.0, 0.1, 1.5], [1.3, 1.0, 0.8], [-0.7, -0.3, 0.1], [-0.1, -1.5, 0.2], [1.4, 2.2, 2.4], [-0.8, -0.4, -0.8], [0.2, -0.2, 0.1], [-0.1, -0.7, 0.0], [-0.1, 0.1, -0.2], [0.4, 0.4, 0.1], [-0.2, -0.1, 0.1], [0.3, -0.2, 0.4], [0.3, 0.0, 0.3], [-0.1, 0.5, -0.3], [1.0, 0.5, -0.7], [-0.6, -0.7, -0.7], [-0.2, -1.1, -0.4], [-0.4, 0.7, -0.3], [-0.2, 0.6, 0.3], [-0.2, -0.3, 0.4], [-0.2, -0.4, -0.2], [0.2, 0.9, -0.3], [0.2, -0.3, -0.3], [0.1, 0.0, -0.4], [-0.4, -0.3, -0.6], [0.4, -0.1, -0.1], [0.6, -0.2, -0.7], [-0.7, -0.3, 1.0], [0.2, -0.3, 0.6], [0.9, -1.0, -0.2], [-0.6, 1.1, -0.5], [-0.4, 0.2, -0.3], [-1.2, -0.5, 0.9], [0.5, 0.2, 0.9], [0.7, 0.4, -4.1], [-1.2, -0.1, 0.0], [0.1, 0.3, 0.4], [0.3, 0.4, -0.3], [0.0, 0.2, 0.5], [-0.3, -0.1, 0.3], [-0.2, 0.4, -0.2], [0.1, -0.1, -0.4], [0.3, -0.1, 0.3], [0.6, -0.6, 0.1], [-0.7, 0.1, 0.2], [-0.5, 0.3, -0.2], [-0.4, -0.4, 0.9], [1.0, -0.2, 0.1], [0.1, 0.1, 0.2], [-0.2, 0.0, 0.0], [0.2, 0.2, 0.3], [0.2, 0.3, 0.3], [-0.5, -0.3, 0.1], [0.5, 0.0, -0.1], [0.2, 0.1, 0.0], [-1.6, 0.8, -1.3], [2.0, -2.3, 2.0], [1.0, 0.7, -1.7], [0.6, 1.0, 0.5], [-1.5, 1.2, -0.5], [0.2, -1.3, -0.1], [0.7, 1.3, 0.0], [0.0, 0.1, 0.9], [-0.8, -0.1, -0.6], [-1.1, -2.5, 2.5], [0.1, 1.1, -0.9], [-0.2, -0.1, 0.3], [0.5, 0.0, -0.4], [-0.1, 0.5, 0.6], [0.2, -0.5, 0.6], [-0.3, -0.1, -0.4], [0.1, 0.0, 0.4], [0.0, 0.0, 0.5], [0.3, -0.2, -0.4], [0.0, 0.2, 0.2], [-0.3, 0.1, -0.4], [0.4, 0.1, -0.5], [-0.9, 0.5, -0.5], [-0.1, -0.4, -0.3], [0.3, -0.3, 0.0], [-0.3, -0.2, -0.1], [0.4, 0.1, 0.3], [0.3, -0.5, 0.1], [0.0, 0.2, -0.1], [0.0, 0.6, -0.7], [-0.3, -0.4, -0.2], [0.6, -0.6, -0.6], [-0.1, 0.3, -0.1], [0.7, 2.6, 0.1], [-1.7, -2.0, -1.0], [2.5, 1.3, 1.2], [-2.7, -0.2, -0.6], [0.4, 1.2, -1.0], [0.5, -0.9, 1.1], [1.2, 0.1, -0.9], [-1.3, -0.3, 0.4], [0.0, 0.0, 0.5], [0.2, -0.5, -0.1], [-0.2, 0.0, -0.5], [0.3, 0.7, 0.6], [0.4, -0.8, 0.5], [0.2, -0.3, 0.3], [0.5, -0.1, 0.0], [-0.6, 0.2, -0.5], [0.1, -0.4, -0.3], [-0.1, -0.5, 0.3], [0.7, -0.4, -0.2], [-0.2, 0.2, -0.1], [-0.2, 0.4, 0.8], [0.1, -0.1, 1.0], [-0.5, 0.3, -0.2], [0.4, 0.4, 0.0], [-0.3, -0.2, -0.6], [0.3, 0.6, -0.5], [-0.7, -0.8, 0.7], [-0.1, 1.6, 0.1], [-1.7, 0.1, -0.1], [0.9, 0.8, -0.6], [0.2, 0.3, -1.3], [0.5, -0.9, 1.3], [-1.3, 1.4, -1.4], [-0.3, 0.1, 0.1], [0.9, 0.2, -0.2], [0.0, 0.2, 1.8], [2.0, -2.7, 0.3], [0.1, 0.4, -0.4], [0.2, 0.0, 0.1], [-1.0, -0.5, -0.1], [0.7, -0.7, 0.0], [0.1, 0.0, 0.1], [-0.1, -0.4, -0.3], [-0.1, 0.1, -0.1], [0.0, 0.2, 0.3], [-0.7, -0.1, 0.4], [0.0, 0.2, -0.6], [-0.1, 0.1, 0.1], [0.2, -0.2, 0.2], [0.2, 0.0, 0.2], [-0.2, 0.2, -0.1], [-0.1, 0.6, 0.1], [0.1, -0.2, 0.1], [-0.4, -0.5, -0.2], [0.1, 0.2, 0.2], [-0.2, -0.5, -0.2], [0.1, 0.0, 0.2], [0.8, -0.4, 0.1], [-1.5, -1.1, -0.4], [0.7, 1.1, -0.3], [0.9, -0.6, 0.9], [0.2, 1.0, -1.0], [-2.2, -0.7, 1.0], [-0.1, 0.4, 0.4], [0.6, -1.0, -0.5], [0.6, 0.0, 0.7], [-0.9, 1.6, -0.8], [0.1, 0.3, 1.1], [0.1, 0.2, 0.1], [-0.1, 0.0, -0.2], [-0.1, 0.3, 0.2], [0.0, 0.3, 0.0], [0.2, -0.8, 0.6], [0.0, 0.0, 0.3], [0.2, 0.0, -0.2], [-0.1, 0.0, -0.1], [0.0, 0.2, 0.0], [0.0, -0.4, -0.3], [0.7, -0.7, -0.2], [-0.6, 0.1, -0.6], [-0.3, 0.0, 0.1], [0.3, 0.0, -0.1], [0.0, -0.2, 0.1], [0.1, 0.0, 0.1], [-0.6, 0.5, -0.6], [0.7, -0.1, -0.2], [0.1, 0.0, -0.2]], "lowdin_charge": [-0.009, -0.470, -0.052, -0.178, -0.187, -0.171, -0.466, -0.022, -0.034, -0.110, -0.015, 0.065, 0.078, 0.074, 0.071, 0.090, 0.088, 0.117, 0.121, 0.110, 0.119, 0.115, 0.121, 0.078, 0.077, 0.070, 0.075, 0.069, 0.080, 0.095, -0.033, -0.486, -0.064, -0.150, -0.189, -0.140, -0.510, -0.049, 0.000, -0.126, -0.007, 0.084, 0.083, 0.066, 0.095, 0.090, 0.088, 0.125, 0.124, 0.106, 0.103, 0.119, 0.113, 0.086, 0.077, 0.090, 0.071, 0.050, 0.073, 0.112, -0.033, -0.478, -0.054, -0.148, -0.180, -0.134, -0.461, -0.039, -0.033, -0.148, -0.003, 0.087, 0.070, 0.078, 0.081, 0.077, 0.088, 0.121, 0.117, 0.105, 0.092, 0.110, 0.111, 0.080, 0.075, 0.079, 0.068, 0.081, 0.083, 0.107, -0.034, -0.413, -0.045, -0.156, -0.211, -0.168, -0.501, -0.040, -0.016, -0.126, -0.002, 0.059, 0.075, 0.078, 0.068, 0.080, 0.077, 0.114, 0.117, 0.121, 0.106, 0.120, 0.119, 0.085, 0.093, 0.079, 0.083, 0.082, 0.062, 0.097, -0.027, -0.480, -0.029, -0.125, -0.145, -0.131, -0.479, -0.052, -0.030, -0.155, -0.012, 0.078, 0.074, 0.070, 0.086, 0.070, 0.086, 0.104, 0.109, 0.098, 0.090, 0.112, 0.112, 0.080, 0.078, 0.080, 0.069, 0.080, 0.080, 0.112, -0.025, -0.492, -0.026, -0.179, -0.132, -0.146, -0.461, -0.019, -0.048, -0.119, -0.034, 0.079, 0.069, 0.088, 0.073, 0.084, 0.074, 0.124, 0.113, 0.108, 0.103, 0.111, 0.117, 0.080, 0.077, 0.071, 0.089, 0.080, 0.080, 0.061, -0.041, -0.529, -0.001, -0.139, -0.164, -0.164, -0.451, -0.048, -0.007, -0.131, -0.005, 0.071, 0.079, 0.087, 0.075, 0.072, 0.073, 0.117, 0.116, 0.104, 0.103, 0.118, 0.118, 0.086, 0.079, 0.077, 0.078, 0.074, 0.060, 0.095, -0.039, -0.497, -0.053, -0.130, -0.159, -0.126, -0.509, -0.054, -0.022, -0.100, -0.006, 0.080, 0.077, 0.063, 0.076, 0.077, 0.081, 0.114, 0.115, 0.101, 0.104, 0.110, 0.112, 0.088, 0.077, 0.088, 0.081, 0.070, 0.079, 0.100]}

{"formula": "C5H9NO", "method": "ωB97M-V/def2-TZVPD", "gap_ha": 0.4223, "e_homo_ha": -0.396, "de_lowest_kj_mol": 106.2, "smiles": "CC(C)(C#N)CO", "species": ["C", "C", "C", "C", "N", "C", "O", "H", "H", "H", "H", "H", "H", "H", "H", "H"], "positions_angstrom": [[1.436, -0.469, -0.222], [0.032, 0.154, -0.104], [-0.607, 0.289, -1.501], [0.079, 1.516, 0.477], [-0.002, 2.550, 0.965], [-0.866, -0.660, 0.864], [-0.448, -0.609, 2.206], [1.921, -0.575, 0.752], [1.351, -1.470, -0.662], [2.087, 0.130, -0.868], [0.025, 0.902, -2.157], [-0.720, -0.693, -1.970], [-1.589, 0.770, -1.445], [-0.844, -1.706, 0.520], [-1.902, -0.299, 0.765], [0.046, 0.169, 2.381]], "forces_ev_per_a": [[0.0, 0.0, 0.0], [0.0, 0.1, -0.1], [-0.1, 0.0, 0.0], [0.0, -0.5, -0.3], [0.1, 0.3, 0.2], [-0.1, 0.0, -0.6], [-0.6, -1.6, -0.3], [-0.1, 0.0, -0.1], [-0.1, 0.2, 0.1], [-0.2, 0.0, 0.1], [-0.1, -0.1, 0.2], [0.0, 0.1, 0.1], [0.1, -0.1, 0.0], [0.0, 0.2, 0.2], [0.2, 0.0, 0.1], [0.6, 1.3, 0.2]], "lowdin_charge": [-0.033, -0.525, -0.041, -0.198, 0.181, -0.218, -0.032, 0.088, 0.093, 0.091, 0.094, 0.091, 0.091, 0.133, 0.129, 0.055]}

no.,E_LUMO (eV),largest force on an atom (eV Å⁻¹)
1,0.45,4.2
2,0.70,1.7